{"formula": "CH12O5", "method": "wB97M-V/def2-TZVPD", "symbols": ["H", "O", "C", "H", "H", "H", "H", "H", "H", "H", "H", "H", "H", "O", "O", "O", "H", "O"], "positions_angstrom": [[-0.58531, 1.56420, 0.99867], [0.73951, 1.12024, -1.97998], [-1.94453, -0.40725, -0.60597], [1.67173, -0.98833, 2.73647], [-2.64568, -1.20945, -0.83325], [2.20841, -2.13323, -0.76685], [1.18857, 0.26035, 2.05805], [1.48674, 1.20374, -2.58049], [0.99703, 0.38050, -1.40455], [-2.95677, -0.33354, 1.06965], [-2.16570, 0.45898, -1.22171], [0.48379, 2.02605, 0.01403], [1.39443, -1.30778, 0.24820], [1.05289, -0.70215, 2.05137], [-2.08628, -0.06483, 0.77449], [1.80632, -1.27080, -0.63650], [-0.91682, -0.62207, -0.87876], [0.27168, 2.02537, 0.95716]], "forces_ev_per_angstrom": [[0.2075, 0.1085, 0.0711], [0.0322, -0.0259, 0.2915], [-0.5610, 0.5280, 0.0115], [-0.1642, -0.2491, -0.1440], [0.3542, -0.1728, -0.3562], [-0.0193, 0.0165, -0.1095], [-0.4120, 0.0487, -0.4373], [-0.0351, 0.0700, 0.0065], [0.1188, -0.1106, -0.2715], [-0.0368, 0.0529, 0.0124], [-0.4086, 0.1905, -0.1782], [0.0548, 0.0672, -0.0924], [0.2480, 0.1684, 0.0331], [0.4751, 0.2225, 0.4469], [0.5936, 0.0761, -0.0011], [-0.2499, -0.0307, 0.2004], [0.0902, -0.5897, 0.4766], [-0.2873, -0.3704, 0.0403]], "homo_lumo_gap_ev": 11.06, "homo_energy_ev": -10.4273, "e_above_lowest_kcal_mol": 6.2, "e_tot_ev": -11469.2156, "lumo_ev": 0.63}

{"formula": "CH12O6", "method": "wB97M-V/def2-TZVPD", "symbols": ["H", "O", "H", "H", "O", "H", "O", "H", "O", "O", "O", "C", "H", "H", "H", "H", "H", "H", "H"], "positions_angstrom": [[1.54852, -2.07806, -0.42373], [2.37293, -2.44059, -0.87225], [2.69738, -0.11688, 1.41724], [-1.17075, 1.18299, -1.88010], [1.74398, -0.36558, 1.35735], [-2.31713, -1.14431, 2.22116], [-1.41991, 0.25523, 1.00206], [0.19167, 1.96620, -0.06006], [0.78478, 2.01291, 0.75154], [-0.88155, 2.01729, -1.42393], [-1.08621, -0.85070, -1.77800], [-2.20264, -0.65521, 1.16843], [-1.06744, -0.36862, -0.86348], [-0.18479, -1.24118, -1.84795], [0.99886, 1.84394, 1.64100], [2.77145, -2.84609, -0.09403], [1.30015, 0.51221, 0.96455], [-2.46717, -1.28287, 0.21611], [-1.19713, 2.47538, -0.59552]], "forces_ev_per_angstrom": [[1.3675, -0.2071, -0.8150], [-1.6028, 0.3487, 1.0463], [-1.0926, -0.3591, -0.2110], [-0.4403, 0.7696, 1.8094], [0.3997, 2.0119, -0.5981], [-0.0163, 0.2818, -1.4234], [3.8726, 4.3721, -1.2067], [0.2209, -1.0169, 1.7969], [1.4783, 1.6767, -3.1083], [1.2651, 1.5408, -0.0443], [1.1225, 0.9313, 1.4137], [-3.9121, -5.0879, 0.4902], [-0.1497, -1.1093, -1.0655], [-0.9824, 0.4731, 0.0529], [-1.5047, -0.1935, 1.3533], [0.2734, -0.0521, -0.1438], [0.9164, -2.5405, 0.5264], [-0.0992, 0.1857, 1.7734], [-1.1164, -2.0250, -1.6464]], "homo_lumo_gap_ev": [3.39, 6.98], "homo_energy_ev": [0.0603, -3.5438], "e_above_lowest_kcal_mol": 42.4, "e_tot_ev": -13513.7711, "lumo_ev": [3.45, 3.43], "spin_multiplicity": 2, "total_charge": -1}

{"formula": "CH13O5S", "method": "wB97M-V/def2-TZVPD", "symbols": ["O", "S", "O", "C", "H", "H", "H", "H", "H", "H", "H", "H", "H", "H", "O", "O", "O", "H", "H", "H"], "positions_angstrom": [[-1.66646, -2.49308, -1.13843], [-0.28987, 1.24032, 2.05186], [1.68031, -0.26269, -0.07325], [-0.68020, -0.48680, 2.60245], [-0.89984, -1.97630, -1.40514], [-1.44772, 0.42169, 0.47695], [1.76482, -0.98981, 0.54174], [-1.66299, -0.71745, 2.19160], [0.66534, 2.48334, -0.06636], [0.44015, 2.20333, -1.60224], [0.90404, 0.19675, 0.31777], [-0.00811, -1.29442, 2.27231], [2.69287, -0.04345, -1.80146], [-2.63413, 0.79117, -0.32193], [0.95356, 2.70041, -0.96215], [-2.10713, 0.00465, -0.15819], [3.06612, 0.16656, -2.67247], [-0.73506, -0.69202, 3.67933], [2.31933, 0.62860, -3.06241], [-2.35504, -1.88081, -0.86998]], "forces_ev_per_angstrom": [[0.0806, -1.0877, -0.4027], [0.0925, -0.6502, 0.2477], [-0.3341, -0.1314, -0.2074], [-0.2188, -0.3800, -0.0047], [-0.3169, 0.3032, 0.2560], [-0.0680, -0.3463, -0.1093], [0.2642, -0.3581, 0.1124], [0.0133, -0.2616, 0.1270], [-0.2624, -0.4588, -0.0788], [-0.2302, -0.1983, 0.4582], [0.2425, 0.4571, 0.0615], [0.1101, 0.4462, -0.3947], [0.1575, -0.0417, 0.3186], [-0.3065, -0.0215, -0.2098], [0.4159, 0.6332, -0.3329], [0.1225, 0.7395, 0.1754], [-0.2907, -0.0874, 0.0317], [-0.0060, 0.7367, 0.0413], [0.1110, 0.1460, -0.2323], [0.4234, 0.5610, 0.1428]], "homo_lumo_gap_ev": 7.29, "homo_energy_ev": -3.9121, "e_above_lowest_kcal_mol": 18.1, "e_tot_ev": -22322.6315, "lumo_ev": 3.38, "total_charge": -1}

{"formula": "CH14Ba3O10", "method": "wB97M-V/def2-TZVPD", "symbols": ["O", "O", "O", "Ba", "O", "H", "C", "H", "H", "H", "H", "Ba", "H", "O", "H", "O", "Ba", "H", "H", "O", "H", "H", "H", "O", "H", "H", "O", "O"], "positions_angstrom": [[0.18106, -1.27539, 0.56829], [-0.67312, 3.02915, 1.09672], [-2.23925, -0.32151, 2.94005], [3.04596, 1.55802, 1.84688], [1.19977, 0.49906, 0.03020], [-3.13247, -0.03372, 2.75150], [0.44040, -0.09854, 0.80295], [-1.69929, 0.13210, 2.29282], [-0.81330, 2.52792, -1.00749], [1.49914, 0.09648, -2.89336], [-0.68969, 2.10398, 1.34169], [0.08635, -1.85453, 3.47226], [-2.61677, -3.80816, 2.27615], [-1.47436, -1.79900, -1.54585], [-2.32643, -1.88093, -1.11749], [2.50190, 1.92860, -2.82062], [2.41812, -2.33311, -0.84919], [2.99342, 2.65135, -3.21085], [1.59520, -1.06922, -3.85452], [-0.54712, 1.81850, -1.59239], [0.25161, 3.21897, 0.93842], [-1.60146, -3.30078, 1.27435], [-0.85767, -1.65543, -0.82799], [-1.77292, -3.36061, 2.21416], [2.23265, 2.25703, -1.96279], [0.14351, 1.35958, -1.11422], [1.62737, -0.85164, -2.92293], [0.22740, 0.46183, 1.87323]], "forces_ev_per_angstrom": [[-0.7747, -4.8957, 0.5103], [-0.0526, 0.2601, 0.1067], [1.0216, -0.5590, 0.2304], [-1.0985, 0.9829, -0.5437], [4.4825, 1.8574, -2.7160], [-0.6985, -0.0493, 0.2505], [1.9938, 0.1701, -0.7313], [-0.0132, 0.5124, -0.2559], [-0.3770, 0.4161, 0.1125], [-0.0487, 1.0312, -0.0500], [-0.1093, -0.1012, 0.1298], [-2.4161, 0.0478, -0.0350], [-0.5679, -0.3333, 0.3416], [0.4709, -0.4328, -0.1467], [-0.5284, 0.0201, -0.2077], [0.1902, -0.7392, 0.6406], [-1.2811, 0.5543, -1.8227], [0.1496, 0.2874, -0.5446], [-0.1408, -0.2088, -0.6356], [0.1456, -0.2720, -0.3726], [0.0797, 0.4023, -0.2260], [-0.1705, -0.0073, -0.5639], [-0.2321, 0.3121, 0.0620], [1.0752, 0.3973, 0.2505], [-0.5061, 0.3672, -0.0774], [-0.1032, 0.0914, -0.1206], [0.5135, -1.1532, 1.0703], [-1.0039, 1.0416, 5.3445]], "homo_lumo_gap_ev": 5.42, "homo_energy_ev": -20.5861, "e_above_lowest_kcal_mol": 108.2, "e_tot_ev": -23783.7988, "lumo_ev": -15.17, "total_charge": 4}